[1]
Here is an isolated ion of composition C5H7N2 and charge +1 from OMol25. Energies are from the ωB97M-V functional and the def2-TZVPD basis.

HOMO: -16.2 eV
Charge: +1
Orbital gap: 10.92 eV
M: 95.12 g/mol
Spin multiplicity: 1

Last column: Löwdin charge in e.
Atoms and positions in Å:
C  -0.862  1.078  0.470  -0.185
C  1.044  -0.375  0.436  0.083
C  -0.696  -1.782  1.447  0.159
C  0.372  0.884  -0.157  -0.284
C  0.198  0.909  -1.696  0.000
N  0.295  -1.101  1.113  0.079
N  -1.807  0.738  1.020  0.230
H  2.101  -0.576  0.448  0.169
H  -1.088  -2.532  0.656  0.176
H  -1.012  -1.807  2.502  0.140
H  1.122  1.658  -0.153  0.151
H  -0.766  1.451  -1.814  0.113
H  0.115  -0.043  -2.246  0.108
H  0.983  1.498  -2.027  0.061

[2]
Here is C19H26CoF3N6O5S as an isolated structure from OMol25. Energies are from the ωB97M-V functional and the def2-TZVPD basis.

HOMO (spin up / spin down): -14.7 / -14.7 eV
Charge: +2
Orbital gap (spin up / spin down): 9.03 / 6.33 eV
M: 566.45 g/mol
Spin multiplicity: 5
<S²>: 6.01

Last column: Löwdin charge in e.
Atoms and positions in Å:
Co  7.243  1.154  16.328  0.940
C  11.644  -0.409  17.149  -0.013
N  10.562  -1.362  17.354  -0.110
C  10.888  -2.721  17.815  0.001
C  9.322  -0.954  17.046  -0.365
N  9.000  0.251  16.665  0.105
N  8.338  -1.902  17.179  0.193
C  7.061  -1.801  16.613  -0.448
N  6.298  -2.843  16.901  0.214
N  6.751  -0.771  15.869  0.080
H  12.619  -0.880  17.385  0.115
H  11.547  0.470  17.783  0.100
H  11.663  -0.144  16.096  0.104
H  11.904  -2.739  18.089  0.080
H  10.821  -3.480  17.029  0.114
H  10.298  -3.023  18.683  0.106
H  9.754  0.880  16.825  0.061
H  8.561  -2.782  17.599  0.133
H  6.544  -3.446  17.659  0.132
H  5.327  -2.792  16.615  0.145
H  5.734  -0.733  15.636  0.119
O  7.587  2.511  17.821  -0.140
C  8.314  3.732  17.620  -0.087
C  8.581  3.853  16.130  -0.231
C  9.080  5.020  15.556  0.021
C  9.261  5.059  14.183  0.000
C  9.007  3.906  13.442  -0.009
C  8.489  2.811  14.088  -0.085
N  8.264  2.806  15.410  0.033
H  7.112  2.351  18.681  0.094
H  9.273  3.720  18.173  0.151
H  7.724  4.566  18.005  0.149
H  9.296  5.876  16.188  0.136
H  9.671  5.966  13.738  0.134
H  9.112  3.825  12.383  0.118
H  8.260  1.876  13.578  0.125
C  4.315  2.932  14.791  0.022
C  5.157  1.981  14.095  -0.332
O  6.141  1.488  14.685  -0.094
C  4.881  1.564  12.741  -0.158
C  5.629  0.555  12.115  -0.006
C  5.322  0.155  10.827  -0.034
C  4.242  0.749  10.145  -0.034
C  3.550  1.764  10.725  -0.053
C  3.861  2.189  12.011  0.006
H  4.658  3.184  15.793  0.094
H  3.291  2.567  14.834  0.121
H  4.228  3.840  14.153  0.122
H  6.407  0.059  12.672  0.109
H  5.911  -0.563  10.282  0.113
H  3.968  0.395  9.148  0.129
H  2.704  2.213  10.263  0.114
H  3.252  3.001  12.431  0.126
F  3.094  1.941  18.555  0.188
C  3.423  0.702  18.794  -0.675
F  2.821  -0.110  17.930  0.150
F  2.996  0.320  20.004  0.168
S  5.253  0.477  18.586  0.625
O  5.981  1.317  19.532  -0.271
O  5.505  -0.936  18.714  -0.261
O  5.418  0.996  17.181  -0.386

[3]
Here is C23H22N3O2PtSTe as an isolated structure from OMol25. Energies are from the ωB97M-V functional and the def2-TZVPD basis.

HOMO: -17.2 eV
Charge: +3
Orbital gap: 5.45 eV
M: 727.19 g/mol
Spin multiplicity: 1

Last column: Löwdin charge in e.
Atoms and positions in Å:
Pt  0.140  -0.078  -0.354  0.792
C  -2.587  -3.819  -2.237  0.040
N  -2.701  -2.379  -2.542  -0.076
C  -3.294  -1.864  -3.672  0.045
C  -3.172  -0.523  -3.616  0.041
N  -2.523  -0.221  -2.428  0.027
C  -2.242  -1.378  -1.790  -0.584
S  -1.473  -1.608  -0.252  0.762
C  -2.255  1.116  -2.016  -0.229
C  -3.174  2.100  -2.311  0.052
C  -2.853  3.420  -2.028  0.033
C  -1.626  3.713  -1.461  0.013
C  -0.777  2.667  -1.159  -0.080
N  -1.081  1.382  -1.426  -0.030
H  -3.298  -4.351  -2.863  0.116
H  -2.832  -4.001  -1.196  0.096
H  -1.578  -4.158  -2.458  0.116
H  -3.744  -2.492  -4.422  0.161
H  -3.462  0.231  -4.327  0.154
H  -4.132  1.843  -2.743  0.141
H  -3.561  4.208  -2.249  0.146
H  -1.332  4.729  -1.239  0.139
H  0.183  2.849  -0.689  0.127
Te  1.470  -1.577  1.400  1.626
C  0.225  -1.205  3.033  -0.542
C  -0.381  -2.307  3.633  -0.127
C  -1.209  -2.095  4.725  -0.033
C  -1.425  -0.805  5.193  -0.016
C  -0.816  0.287  4.581  -0.037
C  0.020  0.098  3.493  -0.133
C  2.860  -0.025  1.739  -0.487
C  3.316  0.783  0.695  -0.135
C  4.272  1.750  0.975  -0.041
C  4.772  1.881  2.263  -0.015
C  4.317  1.056  3.287  -0.017
C  3.348  0.094  3.039  -0.110
H  -0.196  -3.315  3.281  0.108
H  -1.673  -2.939  5.218  0.129
H  -2.064  -0.647  6.052  0.130
H  -0.981  1.285  4.966  0.126
H  0.529  0.941  3.041  0.101
H  2.968  0.669  -0.324  0.068
H  4.633  2.389  0.181  0.124
H  5.527  2.626  2.472  0.131
H  4.717  1.154  4.288  0.132
H  3.000  -0.532  3.849  0.117
C  2.609  0.277  -3.695  0.104
O  1.571  0.341  -2.602  -0.052
C  1.503  -0.672  -1.822  -0.616
O  2.013  -1.725  -1.719  0.121
H  2.883  1.311  -3.864  0.113
H  2.123  -0.163  -4.560  0.116
H  3.441  -0.324  -3.342  0.113